Density functional theory data (the ωB97M-V functional and the def2-TZVPD basis) for a structure of composition C26H23ClF5N5O5RuSTe.

Results
* relative energy (zero: lowest compared OMol25 entry of this formula, charge and spin): 121.37 kJ/mol
* spin multiplicity: 2
* charge: -1
* expectation value of S²: 1.166
* E_tot: -91846.25364 eV
* Kohn-Sham gap (spin up / spin down): 5.28 / 4.82 eV

XYZ file:
```
68
C26H23ClF5N5O5RuSTe (the ωB97M-V functional and the def2-TZVPD basis)
Ru 1.35491 -1.39348 -0.50967
O -1.70339 -6.53852 -0.88356
C -1.61335 -6.16249 0.37650
O -1.82144 -6.94292 1.27477
C -1.27030 -4.73224 0.67775
C -1.29210 -4.20222 1.95572
Cl -1.55160 -4.98974 3.44000
N -0.97261 -2.89100 1.90049
N -0.68033 -2.53485 0.63486
C -0.86278 -3.61295 -0.11607
C -0.68472 -3.37907 -1.60515
O -1.15503 -4.18847 -2.40457
O -0.09121 -2.30225 -1.93768
C -1.17751 -1.84984 2.85696
C -2.24597 -1.92059 3.74119
C -2.48089 -0.86633 4.61023
C -1.67650 0.26181 4.58690
C -0.62642 0.33085 3.68296
C -0.36839 -0.72314 2.82182
H -1.56757 -5.77452 -1.52354
H -2.91074 -2.77010 3.74200
H -3.31553 -0.92908 5.29673
H -1.86977 1.08522 5.26211
H 0.01006 1.20557 3.63885
H 0.46343 -0.67281 2.14246
N -0.02236 -0.01774 -3.54904
C 1.12558 0.42954 -3.07373
S 2.36611 -0.63637 -2.49518
N 1.36721 1.75024 -3.01381
C 0.49370 2.81461 -3.33751
C -0.29530 2.80287 -4.48260
C -1.12933 3.87945 -4.74587
C -1.16676 4.96944 -3.89174
C -0.35493 4.98605 -2.76595
C 0.47124 3.91338 -2.48299
H -0.21376 -1.00301 -3.32905
H -0.81505 0.60719 -3.56914
H 2.16502 1.96663 -2.43444
H -0.23054 1.98265 -5.18371
H -1.74220 3.86581 -5.63745
H -1.82372 5.80302 -4.10053
H -0.37877 5.82745 -2.08671
H 1.07404 3.90678 -1.58247
C 2.92505 1.57321 0.87715
C 1.54347 2.13444 0.86142
C 1.26960 3.36656 1.44184
C -0.01575 3.88915 1.46822
C -1.06741 3.17924 0.90236
C -0.85682 1.95257 0.30000
C -1.98328 1.17527 -0.30492
C 0.45869 1.41655 0.27490
N 0.61381 0.19828 -0.28130
H 3.62813 2.33663 1.21058
H 3.23405 1.19389 -0.09504
H 3.01125 0.71269 1.54367
H 2.08703 3.91522 1.89438
H -0.19946 4.84687 1.93922
H -2.07355 3.58163 0.93228
H -2.94357 1.56301 0.03377
H -1.91188 0.11562 -0.05385
H -1.96188 1.24665 -1.39784
F 3.11017 -4.46993 2.01160
Te 3.64780 -2.79733 1.01121
F 2.01424 -2.09084 1.87871
F 4.72916 -4.04061 -0.25217
F 4.62457 -1.65119 2.45554
F 2.05835 -3.37931 -0.33994
O 3.27781 -1.32311 -0.21194
```